1.
{"formula": "C13H11N3O", "method": "ωB97M-V with the def2-TZVPD basis set", "elements": ["O", "N", "C", "C", "C", "C", "C", "C", "C", "C", "C", "C", "C", "C", "N", "N", "C", "H", "H", "H", "H", "H", "H", "H", "H", "H", "H", "H"], "positions_angstrom": [[1.572237, -3.262961, 5.178621], [0.048760, 0.912122, -0.229897], [0.908718, -2.474489, 4.524279], [-0.701707, -0.171652, -0.492993], [-0.627830, -1.076196, 0.613295], [1.383896, 1.225400, 1.929292], [1.406356, 0.418459, 3.040859], [0.207924, -0.513363, 1.526388], [-3.598647, -0.290813, -3.828801], [-2.634976, -1.283293, -3.602860], [-3.672333, 0.664693, -2.749115], [-1.701185, -1.289040, -2.513224], [-2.660665, 0.835613, -1.781357], [-1.673535, -0.156390, -1.640498], [0.576254, 0.622502, 0.994498], [0.707737, -0.742808, 2.836905], [1.331337, -2.043507, 3.109876], [0.000252, -1.968324, 4.921373], [-1.271212, -1.985078, 0.733932], [1.906180, 2.188585, 1.882439], [1.921887, 0.620676, 4.031905], [-4.311980, -0.427113, -4.603221], [-2.591033, -2.076956, -4.372063], [-4.302650, 1.521639, -2.598214], [-0.907184, -2.104185, -2.460903], [-2.737260, 1.726362, -1.216116], [2.349509, -2.210954, 2.888777], [0.914745, -2.679601, 2.380336]], "atomic_forces_ev_per_a": [[-1.21, 1.10, -0.83], [0.25, -0.21, 0.53], [1.76, -1.01, 0.36], [-0.06, 0.82, 1.10], [-2.29, -2.58, -1.21], [1.29, 1.23, 2.38], [2.13, 2.27, 0.84], [-1.37, -2.72, 0.31], [0.93, 0.23, 3.92], [0.74, -0.42, -0.28], [1.45, 0.56, -0.74], [-0.19, 0.81, -0.82], [-0.17, -2.30, -1.56], [0.41, -1.68, -0.01], [1.02, 1.86, -0.49], [-0.33, 0.01, -2.21], [-2.20, 0.42, 1.25], [0.17, -0.26, -0.15], [0.91, 0.99, -0.17], [-0.65, -0.52, -0.43], [-0.65, -0.31, -1.65], [-0.48, 0.32, -0.50], [0.18, 0.31, 0.69], [-1.14, -0.13, -1.10], [-1.30, 1.24, 0.11], [0.30, 0.43, 0.94], [1.63, 0.74, 0.30], [-1.13, -1.22, -0.58]], "nbo_charge": [-0.50, -0.28, 0.43, 0.14, -0.38, -0.08, -0.07, 0.31, -0.22, -0.20, -0.20, -0.21, -0.20, -0.04, -0.17, -0.39, -0.33, 0.13, 0.23, 0.24, 0.23, 0.22, 0.21, 0.21, 0.23, 0.22, 0.23, 0.24], "gap_ev": 8.8, "smiles": "O=CCn1ccn2nc(-c3ccccc3)cc12", "e_tot_ev": -20174.065, "homo_ev": -8.19, "de_lowest_kcal_mol": 0.00}

***

2.
{"formula": "C48H57BrN4OSTi", "method": "ωB97M-V with the def2-TZVPD basis set", "elements": ["Ti", "C", "C", "C", "C", "C", "Br", "N", "C", "H", "H", "H", "H", "H", "H", "C", "C", "C", "C", "C", "C", "C", "C", "C", "C", "C", "C", "N", "C", "C", "N", "C", "C", "C", "C", "C", "C", "C", "C", "C", "C", "C", "C", "H", "H", "H", "H", "H", "H", "H", "H", "H", "H", "H", "H", "H", "H", "H", "H", "H", "H", "H", "H", "H", "H", "H", "H", "H", "H", "H", "H", "H", "H", "H", "H", "H", "H", "H", "H", "C", "C", "O", "S", "C", "C", "C", "C", "C", "C", "C", "C", "H", "H", "H", "H", "H", "H", "H", "C", "C", "C", "C", "C", "C", "N", "H", "H", "H", "H", "H", "H", "H", "H"], "positions_angstrom": [[-0.074404, 0.101075, -0.357659], [5.565280, -1.118978, 0.561436], [4.123178, -0.745210, 0.768267], [3.656357, -0.160105, 1.949506], [2.324485, 0.164280, 2.100005], [1.448512, -0.011490, 1.012679], [0.702492, -1.886997, 4.109440], [1.936594, -0.533967, -0.112872], [3.200233, -0.932250, -0.240738], [6.030182, -1.441425, 1.493944], [6.133802, -0.265335, 0.181954], [5.649740, -1.926834, -0.166777], [4.359586, 0.028581, 2.755024], [1.967433, 0.568614, 3.034979], [3.483054, -1.401215, -1.181942], [2.667401, 3.278997, 0.563651], [1.303138, 3.845198, 0.968786], [0.523048, 2.946174, 1.925219], [0.471892, 4.209514, -0.244849], [0.105784, 5.549682, -0.321217], [-0.586569, 6.071138, -1.395129], [-0.926701, 5.215871, -2.423775], [-0.583060, 3.870568, -2.401538], [-1.032121, 3.061546, -3.606208], [-0.371804, 3.582991, -4.887189], [-2.558027, 3.087691, -3.754010], [0.106823, 3.315045, -1.287112], [0.458571, 1.933920, -1.314990], [1.331633, 1.610575, -2.309445], [1.453566, 0.236692, -2.829692], [-0.059790, -1.559742, -1.473876], [-0.445765, -2.879359, -1.669797], [-1.505219, -3.465717, -0.924092], [-1.987076, -4.712073, -1.291660], [-1.432330, -5.435187, -2.335619], [-0.291377, -4.941578, -2.940506], [0.238853, -3.703845, -2.604759], [1.626652, -3.356839, -3.120945], [2.648465, -4.326258, -2.512513], [1.726389, -3.353461, -4.647219], [-2.077373, -2.820930, 0.320077], [-1.804294, -3.704688, 1.538771], [-3.568858, -2.512819, 0.187740], [3.277303, 3.087528, 1.448770], [3.194483, 3.999017, -0.068650], [2.561142, 2.348242, 0.014897], [1.503755, 4.781663, 1.501371], [0.188955, 2.051717, 1.414854], [-0.357925, 3.475838, 2.294139], [1.138494, 2.653770, 2.777688], [0.398169, 6.208473, 0.489874], [-0.848043, 7.122218, -1.432284], [-1.484169, 5.605630, -3.268034], [-0.727170, 2.026423, -3.484807], [-0.666776, 4.615932, -5.087996], [-0.665030, 2.967428, -5.739830], [0.716462, 3.553713, -4.801772], [-2.911190, 4.078948, -4.050202], [-3.032661, 2.821012, -2.808506], [-2.873862, 2.373485, -4.519901], [1.921671, 2.393372, -2.786986], [2.488062, -0.059403, -3.048040], [-2.817520, -5.135431, -0.737996], [-1.846781, -6.392583, -2.628061], [0.215610, -5.550372, -3.682728], [1.893599, -2.364153, -2.767900], [2.446244, -5.355199, -2.818171], [2.607374, -4.279765, -1.422955], [3.661688, -4.065680, -2.832533], [1.602868, -4.362847, -5.048241], [2.703489, -2.978766, -4.963189], [0.961004, -2.713820, -5.083094], [-1.561092, -1.882168, 0.495983], [-2.275925, -4.687850, 1.437778], [-2.182690, -3.227329, 2.441915], [-0.733517, -3.848212, 1.674010], [-4.143280, -3.434408, 0.059011], [-3.762541, -1.862955, -0.667030], [-3.925677, -2.002156, 1.083727], [-2.404394, 2.101773, -8.506698], [-2.211115, 1.214615, -9.707348], [-2.526919, 1.522410, -10.829788], [-1.435517, -0.373228, -9.441888], [-0.898564, -0.356791, -7.753574], [-1.588768, -1.101688, -6.795033], [-1.181965, -1.106797, -5.479770], [-0.058392, -0.352980, -5.068488], [0.631032, 0.383801, -6.053474], [0.228304, 0.372765, -7.369634], [0.373771, -0.351602, -3.729701], [0.398329, -0.799236, -2.473216], [-3.081277, 2.911710, -8.773756], [-1.449903, 2.525542, -8.197275], [-2.797290, 1.532626, -7.666011], [-2.457345, -1.672277, -7.102802], [-1.721781, -1.685274, -4.739713], [1.492717, 0.964575, -5.747956], [0.777863, 0.935255, -8.115954], [-2.700421, 0.190468, -2.388159], [-2.889972, 0.730138, -1.003420], [-4.032693, 1.298074, -0.491961], [-3.837883, 1.414686, 0.910225], [-2.588069, 0.908852, 1.187539], [-1.984632, 0.622141, 2.533847], [-1.976119, 0.517205, 0.011469], [-3.614869, 0.348529, -2.962552], [-2.505211, -0.886091, -2.358416], [-1.876318, 0.664383, -2.919828], [-4.906008, 1.586513, -1.060386], [-4.553339, 1.796178, 1.624927], [-1.791730, 1.531135, 3.107022], [-1.049262, 0.068912, 2.436024], [-2.668563, 0.011910, 3.127687]], "atomic_forces_ev_per_a": [[0.96, 1.10, 0.43], [-0.06, 0.06, 0.04], [-0.13, -0.06, -0.24], [-0.11, 0.06, 0.07], [0.04, 0.04, -0.07], [0.79, -0.03, 0.56], [-0.06, -0.12, 0.15], [0.32, 0.34, 0.54], [0.24, -0.07, 0.00], [0.00, -0.03, 0.00], [0.04, -0.02, 0.01], [0.05, 0.00, 0.01], [-0.05, -0.07, 0.07], [-0.05, -0.09, 0.00], [0.01, 0.05, 0.00], [-0.03, 0.04, 0.09], [0.05, -0.33, -0.07], [0.05, 0.34, 0.02], [0.02, -0.13, -0.03], [-0.03, 0.12, -0.05], [-0.04, -0.02, 0.02], [0.03, 0.12, 0.01], [-0.06, -0.20, 0.16], [-0.04, 0.10, -0.13], [0.04, -0.07, 0.07], [0.06, 0.00, 0.06], [-0.09, 0.27, -0.26], [-0.40, -0.35, 0.40], [0.75, 0.35, -0.46], [-0.37, 0.25, -0.34], [-0.22, -0.78, -0.34], [-0.46, -0.43, -0.38], [0.27, 0.28, -0.05], [0.02, -0.09, -0.12], [0.00, -0.01, 0.07], [-0.04, -0.12, -0.12], [0.01, 0.29, 0.12], [0.04, -0.11, -0.05], [-0.01, 0.10, 0.02], [-0.04, 0.04, 0.10], [-0.10, -0.12, 0.00], [0.03, -0.01, -0.01], [0.09, 0.10, -0.06], [0.02, -0.03, 0.04], [0.00, -0.03, -0.02], [0.03, -0.10, -0.06], [-0.05, 0.01, -0.05], [-0.04, -0.12, 0.11], [-0.03, -0.02, 0.00], [-0.05, -0.03, 0.00], [0.01, -0.03, 0.01], [-0.03, -0.01, 0.02], [0.03, -0.03, -0.03], [0.10, 0.03, 0.10], [-0.01, 0.00, -0.02], [-0.02, -0.01, -0.05], [0.01, -0.02, -0.01], [0.00, 0.02, 0.00], [-0.05, 0.00, -0.06], [-0.01, 0.01, 0.00], [-0.06, 0.03, 0.05], [-0.03, -0.22, 0.17], [0.00, 0.04, 0.01], [0.02, -0.01, 0.00], [0.04, 0.04, 0.00], [0.02, -0.01, -0.01], [0.01, -0.01, 0.00], [0.02, -0.04, 0.00], [0.00, -0.01, 0.00], [0.00, 0.00, -0.03], [0.02, -0.04, -0.02], [0.02, -0.04, -0.05], [0.00, 0.13, 0.01], [-0.03, 0.05, -0.03], [0.04, 0.02, 0.06], [0.04, 0.00, 0.09], [-0.02, -0.01, 0.02], [-0.03, 0.02, 0.04], [-0.02, 0.02, 0.00], [-0.19, 0.07, -0.06], [0.21, 0.05, 0.21], [-0.11, -0.05, -0.03], [0.09, -0.04, -0.13], [-0.04, 0.04, -0.02], [-0.09, 0.05, -0.21], [0.19, 0.14, 0.18], [-0.41, -0.20, -0.53], [0.02, 0.00, 0.30], [-0.13, -0.10, -0.15], [0.40, -0.10, 0.81], [0.09, -0.22, -1.36], [0.01, -0.04, -0.03], [0.05, -0.04, 0.04], [0.03, 0.04, 0.06], [0.00, -0.01, 0.04], [0.01, -0.01, 0.01], [0.01, 0.01, 0.00], [0.00, 0.00, 0.01], [-0.01, 0.08, 0.12], [-0.41, -0.04, -0.12], [0.18, 0.00, -0.06], [0.04, 0.04, 0.04], [-0.21, 0.00, 0.19], [-0.02, 0.14, -0.23], [-1.38, 0.05, 0.24], [0.02, 0.03, -0.01], [0.02, 0.00, -0.04], [-0.04, -0.16, -0.02], [-0.02, -0.08, -0.02], [0.06, -0.03, 0.08], [0.09, 0.02, -0.01], [0.02, 0.00, 0.17], [0.07, -0.06, 0.00]], "mulliken_spin": [1.02, 0.00, 0.01, 0.00, 0.05, 0.00, 0.00, -0.09, 0.02, 0.00, 0.00, 0.00, 0.00, 0.00, -0.01, 0.00, 0.00, -0.02, 0.03, -0.01, 0.02, 0.00, -0.04, 0.02, 0.01, 0.00, -0.04, 0.01, 0.93, 0.02, 0.01, 0.03, -0.01, 0.00, 0.00, 0.00, -0.02, 0.00, 0.00, 0.00, -0.05, 0.00, 0.00, 0.00, -0.01, 0.05, 0.00, 0.00, 0.00, 0.00, 0.00, 0.00, 0.00, 0.00, 0.00, -0.01, 0.00, 0.00, 0.00, 0.00, -0.12, -0.04, 0.00, 0.00, 0.00, 0.01, 0.00, 0.00, 0.00, 0.00, 0.00, 0.00, 0.05, 0.00, 0.00, 0.00, 0.00, 0.00, 0.00, 0.00, 0.00, 0.00, 0.00, 0.03, -0.01, 0.04, 0.02, 0.06, -0.01, 0.07, -0.12, 0.00, 0.00, 0.00, 0.00, 0.01, -0.01, 0.00, 0.01, 0.02, 0.00, 0.00, 0.02, 0.00, 0.02, 0.00, 0.00, 0.01, 0.00, 0.00, 0.00, 0.00, 0.00], "gap_ev": [4.2, 5.9], "total_charge": -2, "e_tot_ev": -162703.542, "homo_ev": [-0.51, -2.17], "spin_multiplicity": 3, "de_lowest_kcal_mol": 1.57}

***

3.
{"formula": "C20H20F5N4ORuS2Se", "method": "ωB97M-V with the def2-TZVPD basis set", "elements": ["Ru", "F", "C", "C", "F", "C", "F", "C", "S", "C", "F", "C", "F", "N", "C", "S", "C", "C", "C", "N", "C", "C", "H", "H", "H", "H", "H", "H", "C", "O", "C", "C", "H", "H", "H", "H", "H", "H", "C", "N", "C", "C", "N", "C", "C", "Se", "H", "H", "H", "H", "H", "H", "H", "H"], "positions_angstrom": [[-0.109733, 0.648733, -0.081322], [-1.534225, -2.757296, 6.127953], [-1.358508, -2.485157, 4.831355], [-0.422085, -1.557537, 4.427539], [0.318230, -0.920695, 5.344321], [-0.241479, -1.288835, 3.082577], [0.726650, -0.400510, 2.787603], [-0.998884, -1.886842, 2.082116], [-0.925483, -1.546751, 0.356853], [-1.919337, -2.832250, 2.535341], [-2.692047, -3.479719, 1.653687], [-2.102114, -3.134710, 3.869841], [-3.009556, -4.045729, 4.240323], [6.938810, -0.337525, -0.736437], [6.324479, 0.039671, 0.396800], [7.153300, 0.503038, 1.712082], [4.802636, 0.052736, 0.324959], [4.113328, -0.365551, -0.797211], [2.727428, -0.282687, -0.832476], [2.013414, 0.199537, 0.181201], [2.674640, 0.549171, 1.284906], [4.057588, 0.493656, 1.393759], [7.933823, -0.481312, -0.661139], [6.459945, -0.895167, -1.422592], [4.611969, -0.764659, -1.669231], [2.171062, -0.612611, -1.694127], [2.070355, 0.888351, 2.115050], [4.551504, 0.792121, 2.309157], [0.243240, 1.616512, -4.105590], [0.555265, 1.365382, -2.724217], [-0.080916, 0.421267, -2.012791], [-1.035501, -0.457848, -2.771662], [-0.818008, 1.822338, -4.228225], [0.540169, 0.779486, -4.735286], [0.820694, 2.496088, -4.372552], [-0.911511, -0.469615, -3.853704], [-2.045785, -0.113364, -2.536923], [-0.959808, -1.474979, -2.386966], [-3.035313, 0.693649, 2.254641], [-1.824640, 1.443694, 2.532578], [-1.524021, 2.013251, 3.743330], [-0.453196, 2.815323, 3.565531], [-0.089721, 2.736740, 2.240720], [0.892951, 3.593855, 1.616672], [-0.949475, 1.873290, 1.543400], [-1.724022, 2.449786, -0.277535], [-3.316367, 0.133287, 3.145269], [-2.847241, 0.008231, 1.434077], [-3.840991, 1.371942, 1.972151], [-2.073840, 1.780438, 4.640215], [0.095954, 3.403283, 4.282834], [1.625150, 3.894325, 2.365822], [0.416125, 4.476412, 1.188277], [1.391795, 3.059156, 0.814148]], "atomic_forces_ev_per_a": [[0.24, 0.08, -1.37], [0.01, 0.01, -0.02], [0.06, 0.03, 0.23], [0.09, 0.09, 0.05], [0.00, -0.02, -0.04], [0.05, 0.09, 0.10], [-0.38, -0.27, 0.13], [0.03, 0.07, -0.22], [0.55, 0.37, 0.05], [-0.17, -0.13, -0.05], [0.03, 0.04, 0.01], [-0.20, -0.18, -0.09], [0.06, 0.07, -0.05], [0.29, -0.37, -0.12], [-1.09, -0.04, -0.32], [0.29, 0.22, 0.56], [1.02, -0.09, -0.07], [-0.47, -0.13, -0.39], [0.57, -0.19, -0.13], [-0.95, -0.11, 0.20], [0.47, 0.30, 0.36], [-0.50, 0.19, 0.40], [0.00, 0.06, -0.08], [0.00, 0.10, -0.03], [-0.10, 0.05, -0.05], [-0.01, 0.01, -0.05], [0.22, 0.13, -0.19], [-0.06, 0.03, -0.04], [0.07, 0.06, 0.15], [0.01, -0.41, 0.09], [-0.29, 0.13, 0.27], [0.08, -0.02, 0.08], [-0.03, 0.01, -0.02], [0.02, 0.00, -0.03], [0.00, 0.01, -0.01], [0.02, -0.04, 0.03], [-0.03, 0.00, -0.01], [-0.04, 0.00, 0.02], [0.11, 0.03, 0.08], [-0.14, -0.13, -0.06], [-0.12, -0.11, -0.04], [0.16, 0.07, -0.13], [-0.17, -0.08, 0.10], [-0.07, -0.03, 0.07], [0.21, 0.38, 0.50], [0.16, -0.20, 0.44], [0.00, -0.01, 0.00], [0.00, -0.05, -0.05], [-0.03, 0.04, 0.00], [0.01, 0.01, -0.06], [-0.02, -0.03, -0.08], [-0.02, 0.00, -0.04], [-0.02, 0.03, -0.01], [0.06, -0.06, -0.07]], "nbo_charge": [0.25, -0.29, 0.24, 0.31, -0.30, 0.29, -0.32, -0.26, -0.12, 0.31, -0.30, 0.27, -0.29, -0.76, 0.08, -0.10, -0.09, -0.23, 0.07, -0.40, 0.04, -0.16, 0.41, 0.39, 0.20, 0.22, 0.23, 0.24, -0.27, -0.52, 0.41, -0.77, 0.19, 0.18, 0.21, 0.21, 0.27, 0.26, -0.42, -0.38, -0.07, -0.06, -0.39, -0.40, 0.09, -0.24, 0.21, 0.25, 0.21, 0.23, 0.23, 0.21, 0.22, 0.22], "gap_ev": [5.3, 5.8], "e_tot_ev": -132255.449, "homo_ev": [-6.09, -6.58], "spin_multiplicity": 2, "de_lowest_kcal_mol": 22.94}

***

4.
{"formula": "C3H5NO2", "method": "ωB97M-V with the def2-TZVPD basis set", "elements": ["N", "C", "O", "C", "C", "O", "H", "H", "H", "H", "H"], "positions_angstrom": [[2.148172, -0.048575, 0.506323], [1.686421, 0.211137, -0.641873], [0.377830, 0.269244, -0.932053], [-0.513165, 0.009856, 0.090197], [-1.816126, 0.059637, -0.157158], [-2.733178, -0.349102, 0.761993], [3.163644, -0.026396, 0.482637], [2.247092, 0.426710, -1.552564], [-0.081799, -0.199374, 1.066463], [-2.227369, -0.788807, 1.454380], [-2.251527, 0.435672, -1.078348]], "atomic_forces_ev_per_a": [[-0.06, 0.12, -0.39], [0.25, 0.03, 0.16], [0.04, 0.19, -0.05], [-0.19, 0.04, 0.09], [0.26, 0.05, -0.05], [-0.05, 0.13, 0.06], [-0.08, -0.04, 0.02], [0.06, -0.04, 0.12], [-0.07, -0.19, -0.27], [-0.27, -0.05, 0.22], [0.11, -0.25, 0.09]], "nbo_charge": [-0.73, 0.41, -0.48, -0.04, 0.10, -0.66, 0.36, 0.16, 0.21, 0.47, 0.19], "gap_ev": 9.5, "smiles": "[H]/N=C/O/C=C/O", "e_tot_ev": -8775.596, "homo_ev": -8.55, "de_lowest_kcal_mol": 48.39}